Here is one molecule with the formula C6H9IN2 at a distorted geometry from the OMol25 dataset. Energies are from the ωB97M-V functional and the def2-TZVPD basis.

XYZ file:
```
18
Properties=species:S:1:pos:R:3
C 1.598 -0.072 1.920
C 0.358 0.518 1.343
N -0.565 1.098 2.114
N -1.614 1.374 1.381
C -1.412 1.005 0.037
C -0.301 0.286 -0.086
C 0.311 -0.418 -1.227
C -0.402 -1.334 -2.250
I 1.165 1.200 -2.556
H 1.947 0.447 2.941
H 1.539 -1.128 2.157
H 2.539 -0.038 1.367
H -2.470 1.827 1.669
H -2.244 1.267 -0.595
H 1.094 -1.057 -0.785
H -1.071 -0.858 -2.930
H -0.816 -2.250 -1.627
H 0.346 -1.868 -2.872
```

Values from the calculation:
ΔE to the lowest compared entry with this formula, charge and spin in kJ/mol: 30.2
SMILES: Cc1n[nH]cc1[C@@H](C)I

Let us look at the Löwdin charges, expressed in e, one per atom: -0.073 -0.237 0.040 -0.041 -0.081 -0.276 -0.643 -0.202 0.689 0.123 0.061 0.062 0.147 0.122 0.088 0.037 0.118 0.065

Here is C4H9O3 as an isolated structure at a distorted geometry from the OMol25 dataset. Energies are from the ωB97M-V functional and the def2-TZVPD basis.

XYZ file:
```
16
Properties=species:S:1:pos:R:3
O -1.885 -2.101 1.568
C -1.682 -1.101 1.009
C -0.629 -0.894 0.014
C -0.609 0.635 -0.213
C 0.369 0.928 -1.424
O 1.601 1.372 -0.995
H -2.108 -0.168 1.412
H -0.742 -1.649 -0.844
H 0.473 -1.273 0.339
H -1.462 1.174 -0.209
H -0.140 0.984 0.832
H 0.577 0.026 -2.028
H -0.027 1.574 -2.148
H 1.882 -0.228 1.614
H 1.874 0.651 0.075
O 2.507 0.072 0.997
```

Values from the calculation:
ΔE to the lowest compared entry with this formula, charge and spin in kJ/mol: 362.3
Charge: -1

Let us look at the Löwdin charges, expressed in e, one per atom: 0.062 -0.369 -0.197 -0.182 -0.396 -0.287 0.113 0.133 0.164 0.042 0.152 0.088 0.059 -0.111 0.040 -0.310

Here is C3H5LiO4Y as an isolated structure at a distorted geometry from the OMol25 dataset. Energies are from the ωB97M-V functional and the def2-TZVPD basis.

XYZ file:
```
14
Properties=species:S:1:pos:R:3
O -0.006 0.230 0.481
C -0.460 1.397 1.090
C -0.824 -0.526 -0.173
O 0.377 1.963 1.829
O -1.606 1.807 0.920
C -0.315 -1.593 -0.990
Y -1.228 3.796 2.290
H -1.840 -0.135 -0.321
H -1.114 -2.371 -1.060
H 0.327 -2.043 -0.149
H -0.377 -1.261 -2.047
Li 2.129 1.537 2.484
O 2.368 -1.114 -1.795
H 2.570 -1.687 -2.559
```

Values from the calculation:
Charge: +4
Calculated total energy in eV: -12576.26548
Multiplicity: 2

Let us look at the Löwdin charges, expressed in e, one per atom: 0.206 -0.629 0.058 -0.092 0.066 0.053 2.605 0.192 0.171 0.179 0.195 0.926 0.016 0.056

Here is a 6-piece molecular cluster, C4H20O8 overall at a distorted geometry from the OMol25 dataset. Energies are from the ωB97M-V functional and the def2-TZVPD basis.

XYZ file:
```
32
Properties=species:S:1:pos:R:3
O 2.805 0.545 -2.669
C 2.683 -0.784 -3.195
C 1.262 -1.316 -3.129
O 0.813 -1.494 -1.793
H 2.598 0.563 -1.713
H 3.204 -0.771 -4.147
H 3.262 -1.405 -2.494
H 1.161 -2.324 -3.544
H 0.677 -0.572 -3.693
H 0.527 -0.603 -1.502
O -0.233 0.813 -0.732
C 0.581 1.644 0.107
C 1.611 0.899 0.950
O 2.692 0.501 0.109
H -0.717 1.446 -1.276
H 1.105 2.366 -0.531
H -0.003 2.316 0.743
H 1.127 0.043 1.421
H 1.954 1.628 1.683
H 3.094 -0.296 0.467
O -0.555 1.835 3.439
H -1.028 2.581 3.058
H -1.014 1.052 3.092
O -1.925 -0.092 1.565
H -1.333 -0.071 0.795
H -2.789 -0.343 1.206
O -2.610 -0.658 4.281
H -2.398 -1.544 3.971
H -2.691 -0.137 3.468
O -4.321 -1.819 0.244
H -4.845 -2.621 0.348
H -4.694 -1.382 -0.530
```

Values from the calculation:
ΔE to the lowest compared entry with this formula, charge and spin in kJ/mol: 131.2
SMILES: OCCO.OCCO.O.O.O.O

Let us look at the Löwdin charges, expressed in e, one per atom: -0.098 -0.239 -0.254 -0.086 0.030 0.115 0.114 0.118 0.120 0.032 -0.083 -0.213 -0.199 -0.067 0.119 0.130 0.110 0.129 0.125 0.110 -0.058 0.035 -0.009 -0.058 0.030 0.035 -0.062 0.034 -0.005 -0.046 0.045 0.044